DFT (ωB97M-V with the def2-TZVPD basis set) results for a cluster of 5 separate species, C30H67N3O5 in total at a distorted geometry.

Structure (XYZ):
```
105
Properties=species:S:1:pos:R:3:forces:R:3
C -14.830 -35.303 -27.103 -0.4098 -0.2139 0.7444
C -14.727 -36.092 -25.783 0.8130 -0.3721 -0.5059
C -13.602 -35.471 -24.952 -0.1456 0.4628 0.2802
C -13.512 -36.069 -23.562 0.3283 -0.4695 0.2610
C -14.849 -35.945 -22.850 0.2001 0.1358 0.0320
C -16.045 -36.476 -23.671 0.1775 0.2441 1.4720
N -15.966 -35.943 -25.025 -0.3099 0.2204 -0.2066
O -17.041 -36.570 -25.751 0.0990 -0.2023 -0.0433
C -16.094 -38.007 -23.520 0.1461 -0.0835 0.2498
C -17.304 -35.893 -22.998 -0.2625 -0.2711 -0.6681
C -14.348 -37.531 -26.158 -0.1233 -0.8208 0.8982
H -15.365 -34.363 -26.954 0.1063 0.0550 -0.0059
H -15.362 -35.918 -27.832 0.1892 0.1461 -0.2600
H -13.813 -35.091 -27.419 -0.0994 0.0048 -0.4090
H -12.654 -35.550 -25.489 -0.0453 -0.1203 -0.0794
H -13.827 -34.401 -24.858 0.0843 -0.0210 -0.0008
H -12.708 -35.629 -22.963 -0.1650 0.3499 -0.1044
H -13.206 -37.121 -23.595 -0.1941 -0.0102 -0.2362
H -15.025 -34.902 -22.570 -0.0067 0.0435 -0.2475
H -14.804 -36.486 -21.901 -0.1666 -0.0854 -0.0453
H -15.108 -38.472 -23.537 0.0106 0.0306 -0.5293
H -16.433 -38.250 -22.510 -0.3199 0.1220 -0.1156
H -16.770 -38.449 -24.247 0.0999 -0.1749 -0.0061
H -17.483 -36.383 -22.043 0.0431 0.0706 0.0748
H -17.230 -34.817 -22.849 0.1064 0.0145 -0.0628
H -18.159 -36.086 -23.650 -0.0799 0.0099 0.1671
H -13.985 -38.084 -25.288 0.2447 0.1919 -0.0264
H -13.555 -37.577 -26.904 -0.1270 0.1385 -0.1749
H -15.209 -38.140 -26.444 -0.0496 0.3499 -0.4952
H -17.076 -36.086 -26.582 -0.1174 0.2146 0.0674
C -15.046 -26.668 -31.056 0.0535 -0.2841 0.1819
C -14.963 -26.693 -29.522 0.0462 0.8340 -0.0851
C -16.097 -27.597 -29.033 -0.5887 0.6259 0.8826
C -15.839 -28.110 -27.633 -0.3033 -0.6969 0.7258
C -14.501 -28.824 -27.551 -0.3382 0.5484 0.5031
C -13.340 -27.890 -27.880 -0.1486 0.0780 0.2947
N -13.667 -27.231 -29.136 -0.0647 -1.3135 -0.9163
O -12.621 -26.407 -29.598 0.0244 0.3272 0.2981
C -13.069 -26.919 -26.723 0.7302 0.8072 0.1027
C -12.117 -28.774 -28.105 0.1463 -0.2336 -0.6149
C -15.152 -25.243 -28.993 -0.0751 0.1325 -0.2098
H -16.078 -26.444 -31.330 0.0544 0.0691 -0.1872
H -14.775 -27.656 -31.436 -0.1590 -0.0031 -0.0414
H -14.377 -25.943 -31.518 -0.0357 0.1233 0.1307
H -16.986 -26.966 -28.936 -0.0235 -0.0363 -0.4440
H -16.362 -28.371 -29.754 0.3762 -0.2719 0.0990
H -16.634 -28.757 -27.237 0.0249 -0.2764 -0.6471
H -15.909 -27.328 -26.866 0.4606 0.4089 -0.4277
H -14.481 -29.662 -28.248 -0.1113 -0.0653 0.0106
H -14.373 -29.175 -26.524 0.2120 -0.3024 -0.1439
H -12.235 -27.247 -26.096 -0.2697 -0.3138 0.1110
H -12.700 -25.966 -27.118 -0.1104 -0.1029 -0.1373
H -13.915 -26.673 -26.083 -0.1498 -0.2318 -0.0904
H -12.258 -29.349 -29.028 -0.0516 0.0790 0.0117
H -11.199 -28.200 -28.234 0.0119 0.0061 0.2332
H -12.007 -29.514 -27.312 0.1149 0.2431 0.2154
H -14.849 -24.533 -29.763 0.1166 0.0372 0.1126
H -14.556 -25.039 -28.107 -0.0207 -0.0860 0.0626
H -16.196 -25.020 -28.763 0.0008 -0.0721 0.0128
H -12.191 -26.934 -30.278 0.0236 0.0057 -0.0609
C -10.864 -39.238 -30.116 -0.5957 -0.1722 0.7171
C -10.244 -37.932 -30.647 -0.0931 -0.7504 0.3596
C -10.331 -37.943 -32.186 -0.2675 -0.8085 -0.2876
C -11.540 -37.243 -32.796 0.3619 0.7703 0.2971
C -11.754 -35.888 -32.105 -0.6465 -1.1449 -0.3736
C -12.032 -36.049 -30.607 0.1967 0.5230 -0.1998
N -10.895 -36.768 -30.043 0.8033 0.7805 -0.3906
O -11.021 -36.937 -28.644 -0.1979 -0.1202 0.0444
C -12.027 -34.631 -30.035 -0.0782 -0.1892 0.9609
C -13.385 -36.712 -30.331 0.3832 -0.6009 0.3677
C -8.768 -37.946 -30.226 -0.2274 0.5375 0.0013
H -11.952 -39.244 -30.230 0.0872 -0.0715 -0.3577
H -10.729 -39.354 -29.037 0.2137 0.2147 -0.0744
H -10.442 -40.136 -30.568 0.0178 0.1302 -0.2396
H -9.387 -37.645 -32.647 -0.1035 0.5642 0.1393
H -10.410 -39.000 -32.464 0.1332 0.0328 0.0047
H -12.444 -37.846 -32.712 0.0346 -0.0971 0.0125
H -11.366 -37.059 -33.858 -0.0397 -0.1696 -0.0344
H -12.650 -35.443 -32.548 0.2211 0.3940 0.0035
H -10.869 -35.275 -32.273 -0.0870 0.2345 0.0909
H -11.081 -34.120 -30.217 -0.0750 0.0377 -0.3359
H -12.878 -34.066 -30.412 0.1496 0.1002 -0.2409
H -12.143 -34.640 -28.946 -0.1132 -0.0880 -0.0820
H -14.235 -36.078 -30.576 0.0168 -0.0204 -0.2370
H -13.427 -37.672 -30.849 -0.3399 0.1432 -0.1992
H -13.456 -36.971 -29.272 0.0345 0.2150 0.0099
H -8.222 -37.092 -30.636 -0.0834 -0.0999 -0.2265
H -8.319 -38.878 -30.567 0.2043 0.0073 0.1472
H -8.698 -37.839 -29.143 0.0449 -0.3929 0.0396
H -10.440 -36.263 -28.279 0.0304 0.0163 0.0432
O -14.025 -32.388 -28.512 0.0477 0.0415 0.1426
H -13.945 -31.434 -28.598 0.0894 0.0609 0.0513
H -14.325 -32.679 -29.376 0.0551 -0.0694 0.0157
C -16.369 -31.408 -30.907 -0.6561 -0.2400 0.2559
C -16.101 -32.914 -30.991 -1.2523 0.2955 -0.0546
C -16.723 -33.639 -29.801 0.6650 -0.0682 1.2185
O -16.696 -33.443 -32.180 0.6245 0.0309 -0.2554
H -15.969 -30.969 -29.991 0.3469 0.0501 -0.1782
H -17.453 -31.269 -30.802 0.0352 -0.0161 -0.1576
H -16.057 -30.882 -31.807 0.2312 0.0356 0.0784
H -15.027 -33.083 -31.078 -0.0064 -0.2681 -0.1646
H -17.767 -33.907 -29.955 -0.0315 0.1241 -0.2708
H -16.676 -33.043 -28.883 -0.0795 0.1880 -0.1901
H -16.188 -34.544 -29.506 -0.0465 -0.1446 -0.4598
H -17.650 -33.347 -32.090 0.0192 0.0083 0.0020
```
Forces are in eV/Å.

For the gap between HOMO and LUMO, the calculation gives 8.8 eV. The HOMO energy is -8.242 eV. Its SMILES is CC1(C)CCCC(C)(C)N1O.CC1(C)CCCC(C)(C)N1O.CC1(C)CCCC(C)(C)N1O.CC(C)O.O.

Atom charges from the Löwdin analysis, given in e for atoms 1 to 6: atom 1 (C): -0.043, atom 2 (C): -0.518, atom 3 (C): -0.135, atom 4 (C): -0.187, atom 5 (C): -0.140, atom 6 (C): -0.516


DFT (ωB97M-V with the def2-TZVPD basis set) results for a cluster of 3 separate species, C3H12NO4 in total at a distorted geometry.

Structure (XYZ):
```
20
Properties=species:S:1:pos:R:3:forces:R:3
O 1.557 -0.867 0.078 2.9878 -3.5063 -0.3677
C 1.690 0.033 -0.889 1.4250 2.0513 0.1666
C 0.449 0.848 -0.805 0.5986 0.6194 -2.2958
N -0.676 0.091 -0.234 -1.0353 -1.6154 0.4522
C -1.876 1.006 -0.114 -1.0875 -2.6844 0.8820
O 2.692 0.386 -1.473 -1.4591 -1.3426 0.4287
H 2.326 -1.551 -0.022 -1.6432 1.6854 0.5644
H 0.354 1.408 -1.800 -0.8596 -1.1108 1.3517
H 0.706 1.573 -0.076 0.1052 0.8897 0.5950
H -0.931 -0.805 -0.795 0.6038 1.6663 1.1410
H -0.429 -0.302 0.763 -0.1931 1.1987 -2.3830
H -1.582 1.817 0.542 -0.0745 0.2785 -0.3046
H -2.630 0.314 0.499 1.0182 1.9171 -1.8095
H -2.142 1.281 -1.168 -0.2509 -0.0715 1.3427
H 0.318 2.108 2.676 0.2454 -1.5763 -2.2056
H 1.298 1.013 2.530 -0.1096 -0.2769 -0.7567
O 0.593 1.398 1.972 -0.1653 1.8198 3.3482
H -0.520 -3.249 -1.325 0.5974 -1.3337 -2.7921
H -0.476 -3.612 0.151 -0.5636 1.4487 -1.2422
O -0.720 -2.891 -0.509 -0.1396 -0.0571 3.8845
```
Forces are in eV/Å.

For the gap between HOMO and LUMO, the calculation gives 11.3 eV. The HOMO energy is -14.552 eV. The net charge is +1.

Atom charges from the Löwdin analysis, given in e for atoms 1 to 6: atom 1 (O): 0.078, atom 2 (C): -0.526, atom 3 (C): -0.097, atom 4 (N): -0.049, atom 5 (C): 0.005, atom 6 (O): 0.152


DFT (ωB97M-V with the def2-TZVPD basis set) results for the molecule CH4N2O2 at a distorted geometry.

Structure (XYZ):
```
9
Properties=species:S:1:pos:R:3:forces:R:3
C 0.893 0.742 0.093 -2.7218 1.1342 0.6123
N -0.684 -1.043 -0.312 1.3671 0.3160 0.2988
O 0.476 -1.426 -0.703 -0.9587 -0.8874 -0.3645
N -0.776 0.124 0.225 2.2576 -1.1519 -0.3812
O -1.821 0.547 0.723 0.5289 0.6524 -0.0024
H -1.489 -1.676 -0.259 -0.0464 0.3329 -0.1102
H 1.693 0.175 0.557 -0.5944 -0.5953 -0.0997
H 0.702 1.651 0.649 0.0864 0.3164 -0.1047
H 1.006 0.905 -0.973 0.0814 -0.1173 0.1516
```
Forces are in eV/Å.

For the gap between HOMO and LUMO (alpha / beta), the calculation gives 9.0 / 8.9 eV. The HOMO energy (alpha / beta) is -8.514 / -8.496 eV.

Atom charges from the Löwdin analysis, given in e for atoms 1 to 6: atom 1 (C): 0.121, atom 2 (N): -0.105, atom 3 (O): -0.154, atom 4 (N): -0.218, atom 5 (O): -0.038, atom 6 (H): 0.192


DFT (ωB97M-V with the def2-TZVPD basis set) results for a structure of composition C26H43LuN6 at a distorted geometry.

Structure (XYZ):
```
76
Properties=species:S:1:pos:R:3:forces:R:3
Lu -0.568 -0.243 -0.873 0.6504 -0.5805 2.2049
N -1.871 -2.780 -0.153 1.6090 -0.5686 0.1234
C -1.538 -3.961 -1.022 0.0337 1.2434 0.4662
C -0.453 -3.544 -2.029 -1.0121 0.8115 1.4596
N -0.745 -2.201 -2.573 -2.4367 -0.2200 0.0099
C -2.191 -2.039 -3.092 0.6164 -0.6054 -1.3302
C -2.602 -0.551 -3.135 -1.0331 -2.7536 -0.5205
N -2.678 -0.115 -1.783 -0.7215 0.4781 0.4695
C 0.198 -1.745 -3.545 1.5769 -0.1379 0.0372
C 1.642 -1.572 -2.927 -0.6866 1.2923 -0.7671
N 1.665 -0.860 -1.604 -0.4323 -0.5309 -1.0388
H -0.955 -2.558 0.376 -1.0677 0.0644 -0.6446
H -2.499 -2.978 0.617 -0.3251 -0.4198 -0.2221
H -2.386 -4.305 -1.567 -1.0006 -0.0078 -0.4263
H -1.231 -4.856 -0.502 0.5199 -0.1654 0.5292
H -0.349 -4.364 -2.712 0.1619 -0.1839 -1.0429
H 0.460 -3.437 -1.467 0.4252 -0.1075 -0.0660
H -2.847 -2.669 -2.475 0.2104 0.6883 -0.0627
H -2.365 -2.409 -4.155 0.8117 0.0383 1.0270
H -3.525 -0.487 -3.771 0.5705 0.2431 0.7547
H -1.820 -0.027 -3.590 0.8589 1.0062 -0.9192
H -3.486 -0.508 -1.329 -0.1654 0.0673 0.4062
H -2.672 0.887 -1.748 -0.5014 0.7455 0.1973
H -0.175 -0.821 -3.915 0.1009 0.9151 -0.3307
H 0.242 -2.421 -4.408 0.2867 -0.1677 -0.0362
H 2.284 -1.040 -3.654 -0.4213 -0.2658 0.2332
H 2.032 -2.566 -2.855 0.5112 -0.5118 0.5308
H 1.994 0.103 -1.624 0.1111 -0.1800 -0.5769
H 2.240 -1.365 -0.949 0.0237 -0.0652 0.2405
C -0.299 1.489 -2.439 -1.0521 1.3286 0.5746
H 0.542 2.138 -2.214 0.6797 0.0223 0.0552
H -1.109 2.205 -2.021 0.6398 -0.8688 -0.5186
H -0.418 1.579 -3.519 -0.0036 -0.1729 -0.2480
C 3.774 1.107 0.549 2.3795 0.8517 -0.6920
C 2.611 2.004 0.735 -0.1476 0.5930 -0.1311
C 2.644 3.372 0.865 -0.9455 0.3130 0.7417
C 1.401 4.057 1.011 0.9834 -0.2520 0.2188
C 1.566 5.519 1.310 0.4986 0.2389 0.4018
C 0.214 3.374 1.043 -1.2039 1.1133 0.0897
C 0.146 1.978 0.897 -0.1358 0.4119 -0.3936
C 1.380 1.376 0.689 -0.1496 -1.2796 0.0597
N -1.009 1.226 0.865 1.0600 -0.7188 -1.6115
C -2.087 1.536 1.731 -0.3009 1.0085 1.3311
C -2.943 0.301 1.802 -1.2677 -0.6218 0.5001
C -1.543 1.803 3.206 -2.1642 -0.0958 -0.9251
C -3.113 2.659 1.245 1.2207 -0.7179 -0.1572
H 3.664 0.704 -0.460 0.4169 -0.1408 -0.0920
H 3.831 0.256 1.209 -0.2433 -0.1974 0.4741
H 4.798 1.633 0.584 -1.5986 -0.6362 -0.0233
H 3.528 3.948 1.116 0.2485 -0.2509 -0.4954
H 2.450 5.835 0.735 -0.3347 0.3211 0.3762
H 1.795 5.597 2.393 0.0309 0.1742 -0.5208
H 0.748 6.213 1.116 -0.1856 -0.3830 -0.2016
H -0.723 3.951 1.184 0.7535 -0.4254 -0.1012
H 1.461 0.290 0.687 -0.3060 0.1531 -0.0047
H -2.336 -0.593 1.861 0.2427 -0.2420 0.0214
H -3.627 0.206 0.937 0.3194 0.0238 0.2202
H -3.584 0.319 2.705 0.1515 0.0120 -0.4106
H -1.255 0.870 3.708 -0.0648 0.3918 -0.1441
H -2.386 2.282 3.715 0.0243 -0.3736 0.4345
H -0.785 2.540 3.236 1.1033 0.4532 -0.1063
H -3.481 2.255 0.287 0.2333 0.7756 -0.0080
H -2.748 3.698 1.210 0.0363 -0.5558 -0.3454
H -3.962 2.660 1.892 -0.6521 -0.0390 0.6641
N 4.868 -2.554 4.322 -0.9799 0.4489 -0.5857
C 3.893 -2.332 3.731 1.5115 -0.7558 1.2728
C 2.721 -2.208 2.957 -1.3886 0.4202 -1.5551
C 1.654 -1.357 3.277 -0.0260 -1.2959 -1.6885
C 0.611 -1.163 2.370 -0.7168 0.8700 -0.0538
C 0.547 -1.740 1.078 1.2030 -0.2993 0.5892
C 1.625 -2.666 0.837 -1.4779 0.3163 0.1874
C 2.662 -2.896 1.714 0.1713 0.8476 1.1406
H 1.588 -0.886 4.195 0.2109 0.9780 1.7447
H -0.150 -0.369 2.663 0.9937 -1.2958 -0.4911
H 1.533 -3.257 -0.078 0.6307 0.0466 0.2202
H 3.500 -3.526 1.529 0.3272 -0.6166 -0.5182
```
Forces are in eV/Å.

For the gap between HOMO and LUMO (alpha / beta), the calculation gives 7.0 / 7.0 eV. The HOMO energy (alpha / beta) is -6.819 / -6.818 eV.

Atom charges from the Löwdin analysis, given in e for atoms 1 to 6: atom 1 (Lu): 1.588, atom 2 (N): -0.028, atom 3 (C): -0.230, atom 4 (C): -0.166, atom 5 (N): -0.228, atom 6 (C): -0.137


Relative energy (zero: lowest compared OMol25 entry of this formula, charge and spin)? In order: 16.7, 44.0, 124.1, 10.3 kcal per mole.